A 4-piece molecular cluster, C30H67BNO5 overall at a distorted geometry, computed with ωB97M-V/def2-TZVPD.

Last columns: bonded neighbours and bond lengths (Å).
CARTESIAN COORDINATES (ANGSTROEM)
1 C 1.864 4.303 0.625  C2 1.544, H23 1.089, H24 1.088, H25 1.087
2 C 0.571 3.711 0.022  C1 1.544, C3 1.545, H26 1.090, H27 1.089
3 C 0.203 4.479 -1.266  C2 1.545, C4 1.548, H28 1.092, H29 1.087
4 C -0.549 3.617 -2.308  C3 1.548, C5 1.532, H30 1.091, H31 1.079
5 C -1.967 4.114 -2.608  C4 1.532, C6 1.540, H32 1.093, H33 1.090
6 C -2.886 4.281 -1.384  C5 1.540, C7 1.533, H34 1.091, H35 1.091
7 C -3.718 3.023 -1.108  C6 1.533, C8 1.532, H36 1.092, H37 1.091
8 C -2.851 1.789 -0.840  C7 1.532, C9 1.536, H38 1.088, H39 1.092
9 C -3.610 0.744 -0.010  C8 1.536, C10 1.545, H40 1.093, H41 1.091
10 C -3.075 -0.687 -0.241  C9 1.545, C11 1.534, H42 1.092, H43 1.092
11 C -1.679 -0.918 0.351  C10 1.534, C12 1.530, H44 1.091, H45 1.091
12 C -1.172 -2.275 -0.142  C11 1.530, C13 1.527, H46 1.089, H47 1.097
13 C 0.170 -2.712 0.439  C12 1.527, C14 1.536, H48 1.102, H49 1.089
14 C 1.407 -2.229 -0.334  C13 1.536, B15 1.674, H50 1.098, H51 1.102
15 B 1.467 -2.792 -1.910  C14 1.674, N16 1.580, H52 1.215, H53 1.212
16 N 1.231 -1.538 -2.842  B15 1.580, C17 1.424, C20 1.383
17 C 2.369 -0.683 -2.897  N16 1.424, C18 1.525, O19 1.171
18 C 2.169 0.719 -2.334  C17 1.525, H54 1.088, H55 1.089, H56 1.080
19 O 3.409 -1.006 -3.329  C17 1.171
20 C 0.733 -1.813 -4.103  N16 1.383, C21 1.541, O22 1.187
21 C 0.430 -0.556 -4.942  C20 1.541, H57 1.093, H58 1.090, H59 1.081
22 O 0.549 -2.889 -4.568  C20 1.187
23 H 1.593 5.171 1.223  C1 1.089
24 H 2.512 4.679 -0.163  C1 1.088
25 H 2.445 3.581 1.194  C1 1.087
26 H -0.227 3.833 0.754  C2 1.090
27 H 0.664 2.643 -0.164  C2 1.089
28 H -0.441 5.306 -0.957  C3 1.092
29 H 1.078 4.914 -1.741  C3 1.087
30 H 0.007 3.709 -3.242  C4 1.091
31 H -0.540 2.566 -2.060  C4 1.079
32 H -2.428 3.409 -3.304  C5 1.093
33 H -1.910 5.059 -3.147  C5 1.090
34 H -3.506 5.160 -1.562  C6 1.091
35 H -2.331 4.490 -0.468  C6 1.091
36 H -4.370 2.816 -1.959  C7 1.092
37 H -4.328 3.199 -0.221  C7 1.091
38 H -1.942 2.064 -0.308  C8 1.088
39 H -2.524 1.297 -1.758  C8 1.092
40 H -3.499 0.956 1.056  C9 1.093
41 H -4.666 0.775 -0.281  C9 1.091
42 H -3.070 -0.845 -1.322  C10 1.092
43 H -3.807 -1.385 0.168  C10 1.092
44 H -1.036 -0.088 0.053  C11 1.091
45 H -1.796 -0.908 1.435  C11 1.091
46 H -1.215 -2.301 -1.230  C12 1.089
47 H -1.916 -3.003 0.207  C12 1.097
48 H 0.225 -2.279 1.451  C13 1.102
49 H 0.242 -3.790 0.575  C13 1.089
50 H 2.316 -2.574 0.175  C14 1.098
51 H 1.429 -1.128 -0.292  C14 1.102
52 H 0.540 -3.569 -2.029  B15 1.215
53 H 2.496 -3.386 -2.147  B15 1.212
54 H 2.743 0.847 -1.418  C18 1.088
55 H 2.447 1.417 -3.122  C18 1.089
56 H 1.126 0.839 -2.080  C18 1.080
57 H 1.389 -0.078 -5.155  C21 1.093
58 H -0.127 0.120 -4.294  C21 1.090
59 H -0.109 -0.801 -5.848  C21 1.081
60 C -4.711 -2.356 -3.350  C61 1.519, H65 1.091, H66 1.090, H67 1.091
61 C -5.769 -1.336 -2.966  C60 1.519, O62 1.420, H68 1.091, H69 1.096
62 O -6.304 -0.626 -4.074  C61 1.420, C63 1.414
63 C -6.945 -1.406 -5.063  O62 1.414, C64 1.520, H70 1.096, H71 1.091
64 C -8.135 -2.200 -4.549  C63 1.520, H72 1.091, H73 1.091, H74 1.092
65 H -3.894 -1.873 -3.889  C60 1.091
66 H -4.305 -2.835 -2.458  C60 1.090
67 H -5.112 -3.140 -3.995  C60 1.091
68 H -5.320 -0.585 -2.316  C61 1.091
69 H -6.576 -1.802 -2.389  C61 1.096
70 H -6.223 -2.065 -5.558  C63 1.096
71 H -7.289 -0.701 -5.822  C63 1.091
72 H -7.842 -2.931 -3.794  C64 1.091
73 H -8.612 -2.740 -5.369  C64 1.091
74 H -8.870 -1.534 -4.094  C64 1.092
75 C 5.733 -3.058 5.302  C76 1.519, H80 1.091, H81 1.092, H82 1.091
76 C 5.262 -4.118 4.321  C75 1.519, O77 1.412, H83 1.092, H84 1.096
77 O 4.102 -3.745 3.607  C76 1.412, C78 1.422
78 C 4.204 -2.570 2.813  O77 1.422, C79 1.517, H85 1.097, H86 1.090
79 C 5.266 -2.648 1.732  C78 1.517, H87 1.093, H88 1.090, H89 1.091
80 H 4.936 -2.816 6.006  C75 1.091
81 H 6.601 -3.413 5.862  C75 1.092
82 H 6.018 -2.134 4.795  C75 1.091
83 H 4.998 -5.024 4.869  C76 1.092
84 H 6.068 -4.396 3.632  C76 1.096
85 H 4.356 -1.693 3.454  C78 1.097
86 H 3.231 -2.438 2.340  C78 1.090
87 H 6.269 -2.767 2.150  C79 1.093
88 H 5.261 -1.738 1.133  C79 1.090
89 H 5.080 -3.500 1.076  C79 1.091
90 C 3.444 -0.292 6.344  C91 1.520, H95 1.092, H96 1.091, H97 1.091
91 C 4.153 0.691 5.427  C90 1.520, O92 1.415, H98 1.091, H99 1.097
92 O 3.331 1.226 4.407  C91 1.415, C93 1.415
93 C 2.193 1.952 4.830  O92 1.415, C94 1.520, H100 1.096, H101 1.091
94 C 2.517 3.167 5.683  C93 1.520, H102 1.091, H103 1.091, H104 1.091
95 H 3.021 -1.115 5.764  C90 1.092
96 H 4.145 -0.700 7.073  C90 1.091
97 H 2.626 0.177 6.893  C90 1.091
98 H 4.966 0.176 4.912  C91 1.091
99 H 4.616 1.499 6.007  C91 1.097
100 H 1.488 1.290 5.345  C93 1.096
101 H 1.695 2.280 3.917  C93 1.091
102 H 3.008 2.891 6.618  C94 1.091
103 H 1.603 3.707 5.934  C94 1.091
104 H 3.187 3.842 5.147  C94 1.091

Output
- Total charge: -1
- E_LUMO: 2.4 eV
- DFT total energy: -44601.1560 eV
- Highest occupied orbital energy: -4.6 eV
- Frontier orbital gap: 7.02 eV